Computed, not measured: a structure of composition C30H55Cl2N2NbO4P2Si4 in a non-equilibrium geometry, with ωB97M-V/def2-TZVPD.

## Properties
Maximum force (eV/A): 4.68
Energy relative to the best compared isomer or geometry (same formula, charge and spin) (eV): 0.0000
Frontier orbital gap (eV): 5.354
LUMO (eV): -1.757
E_tot (a.u.): -4404.8749

```
100
C30H55Cl2N2NbO4P2Si4, DFT ωB97M-V/def2-TZVPD
Nb -2.93950 -0.30810 -2.48734
O -2.17446 -2.03909 -2.69725
C -4.62487 -1.44017 -1.76341
O -3.21650 -0.68085 -4.45703
C -3.65530 0.36245 -5.33526
H -5.37942 -0.84280 -1.24314
H -4.27249 -2.27668 -1.14999
H -5.05651 -1.84040 -2.69649
H -3.98199 -0.12358 -6.26290
H -2.82102 1.04951 -5.52062
H -4.48599 0.87178 -4.85459
C -2.06998 -2.72611 -4.02031
C -2.36535 -1.70022 -5.09596
H -2.81181 -3.54998 -4.01824
H -1.04587 -3.12480 -4.11326
H -2.95145 -2.12118 -5.92225
H -1.45486 -1.19132 -5.44651
Cl -0.93786 0.62357 -2.87850
Cl -4.17788 1.57114 -2.25009
N 2.89437 0.65258 2.40885
P 1.71333 -1.06648 -0.78208
P -0.29862 1.70622 1.26795
C 0.67899 2.59520 2.58005
C -1.50527 0.98087 2.47890
C 2.87688 -1.68101 0.51379
C 0.38517 -2.31881 -0.82117
Si -1.08193 -2.25585 0.39579
H 0.87721 -3.30607 -0.73545
H -0.04968 -2.25901 -1.83740
C -0.33847 -2.64180 2.09377
C -2.09487 -3.77881 -0.09457
Si -2.78070 -0.09455 1.57311
H -1.98100 1.78756 3.05761
H -0.92195 0.37550 3.19389
C -4.10531 1.16688 1.08643
C -3.63984 -1.24682 2.78918
Si 2.53944 2.38631 2.58157
H 0.28225 2.26432 3.55676
H 0.49027 3.68163 2.50719
C 3.30068 2.96183 4.18363
C 3.27782 3.45738 1.24219
Si 3.87677 -0.25151 1.22376
H 3.56393 -2.41307 0.06036
H 2.32363 -2.18134 1.32167
C -1.27778 3.17640 0.67499
C -1.91612 4.06493 1.55277
H -1.74238 4.01403 2.63216
C -2.79249 5.02847 1.03303
H -3.30644 5.70295 1.71908
C -2.99505 5.12229 -0.35667
H -3.70777 5.84790 -0.76253
C -2.26540 4.31093 -1.22574
H -2.37584 4.41709 -2.31383
C -1.38271 3.37336 -0.71048
H -0.77915 2.75965 -1.38099
C 2.57787 -1.60078 -2.33948
C 2.63885 -0.71009 -3.43013
H 2.24850 0.30766 -3.31490
C 3.19079 -1.11979 -4.64391
H 3.24909 -0.41810 -5.48291
C 3.67584 -2.42629 -4.79755
H 4.09318 -2.75295 -5.75110
C 3.62089 -3.31347 -3.70856
H 4.00799 -4.32757 -3.80905
C 3.06983 -2.90554 -2.49184
H 3.02143 -3.61070 -1.65425
H 2.75726 3.36939 0.27984
H 4.34884 3.26946 1.09404
H 3.17350 4.49785 1.58953
H 2.57203 2.98999 5.00068
H 3.70169 3.97660 4.05329
H 4.13077 2.31209 4.48912
C 4.36601 0.82712 -0.23364
C 5.41378 -0.79497 2.10285
H 3.53926 1.37993 -0.69513
H 4.80616 0.17888 -1.00575
H 5.13812 1.54156 0.08195
H 5.16083 -1.47673 2.92741
H 5.95000 0.07634 2.50936
H 6.07930 -1.31534 1.39827
H -1.88984 -4.10762 -1.11982
H -3.16853 -3.58591 -0.01441
H -1.84812 -4.61147 0.58263
H 0.37729 -1.88386 2.44033
H 0.20078 -3.59828 2.02856
H -1.12030 -2.75016 2.85770
H -4.65898 1.40741 2.01340
H -4.81505 0.77515 0.33689
H -3.64828 2.09555 0.69557
H -3.01203 -1.46211 3.66821
H -3.91229 -2.19017 2.29874
H -4.55996 -0.75397 3.13417
N -1.97723 -0.84853 0.31685
C 1.38194 -0.39719 5.48977
O 1.77614 0.46753 4.40644
C 2.48222 -0.17335 3.44470
O 2.69687 -1.38088 3.48672
H 0.71899 -1.18986 5.11885
H 0.85809 0.23786 6.20547
H 2.26765 -0.85699 5.94666
```

Mulliken atomic charge list, values in e, 8 entries: atom 1 (Nb): 0.542, atom 2 (O): 0.122, atom 3 (C): -0.538, atom 4 (O): -0.011, atom 5 (C): -0.737, atom 6 (H): 0.469, atom 7 (H): -0.060, atom 8 (H): 0.334



Computed, not measured: a structure of composition C41H85KN2O13S5 in a non-equilibrium geometry, with ωB97M-V/def2-TZVPD.

## Properties
Maximum force (eV/A): 3.26
Energy relative to the best compared isomer or geometry (same formula, charge and spin) (eV): 0.8415
Frontier orbital gap (eV): 7.303
LUMO (eV): -0.463
E_tot (a.u.): -5291.5406

```
147
C41H85KN2O13S5, DFT ωB97M-V/def2-TZVPD
K 3.22967 -1.75325 -1.16415
C -0.33140 0.88522 0.31491
C -0.33120 -0.67338 0.49212
C -1.68976 -1.14812 0.02885
O 0.64958 -1.33357 -0.19654
H 0.51949 1.41380 0.76976
H -1.23143 1.25816 0.83424
H -0.37427 1.14611 -0.74079
H -0.18168 -0.83007 1.59741
H -1.92810 -2.15747 0.40138
H -1.77695 -1.28743 -1.04910
H -2.48262 -0.49547 0.42267
C -4.19732 1.43739 -1.59630
C -4.40305 0.04212 -2.12631
C -5.57621 -0.56090 -1.41686
S -6.70927 0.79126 -1.05346
O -7.10006 0.78326 0.30745
O -7.75519 0.79896 -2.03412
C -5.57378 2.10737 -1.54425
H -3.58093 2.00315 -2.30447
H -3.67994 1.51307 -0.63807
H -3.54218 -0.56416 -1.82776
H -4.45672 -0.04799 -3.20721
H -5.32646 -0.93081 -0.41932
H -6.17542 -1.30385 -1.92716
H -5.77012 2.93004 -0.86374
H -5.92536 2.30745 -2.55220
C 0.17191 1.41220 3.96351
C 0.46760 2.84899 4.41806
C -0.45685 3.10571 5.58570
S -0.49523 1.57588 6.51481
O -1.87300 1.20240 6.67151
O 0.38113 1.61317 7.64283
C 0.29746 0.58872 5.23951
H 0.93857 1.01021 3.31152
H -0.82192 1.44860 3.50979
H 0.41074 3.60333 3.64089
H 1.50010 2.83265 4.80133
H -1.46467 3.39510 5.29862
H -0.09514 3.88404 6.25914
H -0.04030 -0.43552 5.26518
H 1.34440 0.69672 5.53912
C -2.30163 5.26157 1.94268
C -3.01755 4.19222 1.07061
C -2.16668 4.06943 -0.17228
S -1.58934 5.71451 -0.52980
O -2.36861 6.29516 -1.56456
O -0.15642 5.72160 -0.53849
C -2.16545 6.41381 1.02176
H -1.37470 4.79386 2.27192
H -2.94978 5.51142 2.78053
H -4.06537 4.44393 0.92980
H -2.96017 3.25158 1.62317
H -2.72134 3.72523 -1.04096
H -1.35794 3.37176 0.02934
H -3.14796 6.82919 0.78275
H -1.52468 7.27965 1.18251
C -3.81224 -1.31638 5.15950
C -3.55928 -2.58031 4.33478
C -3.55550 -2.22819 2.85639
S -4.79672 -0.89122 2.72685
O -5.96353 -1.41537 2.09994
O -4.18202 0.32445 2.19373
C -5.00078 -0.65712 4.47913
H -2.97755 -0.59918 5.10149
H -3.97062 -1.49835 6.21994
H -4.32468 -3.33653 4.55018
H -2.64461 -3.05741 4.70954
H -3.86827 -3.11799 2.32554
H -2.57071 -1.87749 2.57141
H -5.95916 -1.15639 4.74995
H -5.38577 0.34218 4.70618
C -0.55305 -4.37320 0.25117
C -0.51195 -4.18145 1.74342
C 0.90760 -3.73558 2.03909
S 1.88522 -4.82974 1.04069
O 2.32445 -5.96652 1.80788
O 2.84734 -4.04448 0.30554
C 0.58836 -5.33337 -0.07954
H -0.49325 -3.44536 -0.31683
H -1.51314 -4.83144 -0.01434
H -0.66792 -5.18111 2.18016
H -1.26126 -3.50643 2.14214
H 1.23924 -3.78599 3.06782
H 0.99773 -2.73083 1.60080
H 0.22835 -6.32528 0.17546
H 0.97940 -5.24591 -1.08287
C 0.34966 -3.89804 -5.65473
C 1.41828 -3.02431 -4.99768
C 2.34010 -2.42361 -6.02987
C 1.73076 -1.28488 -6.81038
C 1.24670 -0.27672 -5.89610
C 0.23403 -0.85932 -4.92750
N 0.81108 -2.01271 -4.20197
O -0.08444 -2.57572 -3.27987
C -0.05100 0.22543 -3.86962
C -1.07241 -1.17362 -5.62984
C 2.29283 -3.92668 -4.14769
H 0.05289 -3.61576 -6.65710
H -0.51061 -3.95208 -4.97911
H 0.68733 -4.94379 -5.67063
H 3.24060 -2.08406 -5.50680
H 2.61849 -3.23932 -6.70096
H 1.01498 -1.66330 -7.54505
H 2.52889 -0.90303 -7.46730
H 0.68630 0.48106 -6.44737
H 2.08294 0.17058 -5.35794
H 0.82342 0.49659 -3.28190
H -0.45482 1.12850 -4.36063
H -0.85978 -0.08002 -3.21473
H -1.73358 -0.30571 -5.69266
H -0.95066 -1.62768 -6.61127
H -1.61935 -1.90847 -5.02333
H 2.72695 -4.75844 -4.70778
H 1.73264 -4.38572 -3.31482
H 3.14767 -3.45496 -3.64361
H -0.07198 -2.01401 -2.40943
C 6.13974 1.03119 2.28385
C 4.98788 0.41911 1.48229
C 3.68230 1.10797 1.78987
C 3.49885 2.43477 1.11152
C 3.83067 2.39005 -0.33128
C 5.12690 1.68872 -0.70181
N 5.24620 0.50096 0.04460
O 6.39422 -0.22099 -0.28409
C 5.12811 1.39174 -2.17845
C 6.25983 2.64359 -0.38040
C 4.90618 -1.05579 1.85163
H 5.91332 2.06632 2.58227
H 7.08227 1.12585 1.74060
H 6.36293 0.49147 3.20737
H 2.86996 0.41663 1.50207
H 3.63067 1.22487 2.88015
H 4.08872 3.20599 1.63369
H 2.48162 2.80652 1.27174
H 3.92892 3.43369 -0.65048
H 2.95301 2.00367 -0.86272
H 4.28768 0.73338 -2.44901
H 5.22006 2.27973 -2.77953
H 5.97771 0.71606 -2.37896
H 7.25438 2.20330 -0.50420
H 6.23935 3.52217 -1.03552
H 6.20771 3.00153 0.64708
H 5.83584 -1.56716 1.62738
H 4.07264 -1.53276 1.34729
H 4.77824 -1.13244 2.93446
H 6.13393 -0.84638 -0.96634
```

Mulliken atomic charge list, values in e, 8 entries: atom 1 (K): 0.900, atom 2 (C): -0.871, atom 3 (C): 1.659, atom 4 (C): -0.259, atom 5 (O): -0.225, atom 6 (H): -0.242, atom 7 (H): 0.041, atom 8 (H): 0.303



Computed, not measured: a cluster of 2 separate species, C2H11N4 in total in a non-equilibrium geometry, with ωB97M-V/def2-TZVPD.

## Properties
Maximum force (eV/A): 4.65
Energy relative to the best compared isomer or geometry (same formula, charge and spin) (eV): 4.5509
Net charge: +1
Frontier orbital gap (eV): 9.969
LUMO (eV): -2.787
E_tot (a.u.): -301.4644

```
17
C2H11N4, DFT ωB97M-V/def2-TZVPD
C 0.16726 0.20919 -1.41035
C -1.05468 -0.40805 0.19635
N 1.37813 0.83731 -0.80711
N -2.15042 0.38573 0.20618
N -0.05485 -0.04666 1.21330
N 1.06467 -0.93824 1.14238
H -0.55127 0.86985 -1.93809
H 0.57297 -0.66279 -1.96025
H -1.19436 -1.49500 0.16402
H 1.03826 1.52740 -0.16813
H 1.94803 1.33198 -1.43280
H -2.24543 1.30411 0.44169
H -2.75496 0.24620 -0.62380
H -0.42705 -0.18750 2.15920
H 0.80521 -1.95098 1.08622
H 1.76608 -0.96691 1.99651
H 1.69241 -0.05563 -0.26532
```

Mulliken atomic charge list, values in e, 8 entries: atom 1 (C): -0.762, atom 2 (C): 0.113, atom 3 (N): -0.264, atom 4 (N): -0.490, atom 5 (N): -0.320, atom 6 (N): -0.672, atom 7 (H): 0.387, atom 8 (H): 0.340



Computed, not measured: a structure of composition C36H59CaN5O3PSSi2Te in a non-equilibrium geometry, with ωB97M-V/def2-TZVPD.

## Properties
Maximum force (eV/A): 2.00
Energy relative to the best compared isomer or geometry (same formula, charge and spin) (eV): 0.0000
Net charge: +1
Frontier orbital gap (eV): 7.559
LUMO (eV): -2.230
E_tot (a.u.): -4170.8631

```
109
C36H59CaN5O3PSSi2Te, DFT ωB97M-V/def2-TZVPD
Ca 0.77167 0.68944 -0.01617
C 3.28597 -3.85679 5.85495
C 3.30520 -2.80235 4.76886
C 2.07743 -2.28973 4.31623
C 1.99013 -1.18190 3.51163
C 3.15477 -0.61279 3.03891
C 4.37220 -1.10058 3.49184
C 4.48549 -2.24131 4.26254
S 3.08901 0.86491 1.96746
O 4.16695 1.75753 2.27050
O 1.68094 1.43565 2.06681
N 2.98481 0.34866 0.45668
C 3.98853 -0.16816 -0.34730
C 5.36593 -0.28570 -0.10986
C 6.19530 -0.96569 -0.99093
C 5.64681 -1.59452 -2.11349
C 4.33629 -1.33096 -2.53436
C 3.81032 -1.82553 -3.76717
C 2.59752 -1.33549 -4.14711
C 1.88501 -0.43860 -3.31392
N 2.28906 -0.07215 -2.09179
C 3.49640 -0.51759 -1.68170
H 3.02064 -4.85329 5.44804
H 2.57149 -3.56496 6.63946
H 4.27426 -3.97264 6.31713
H 1.16263 -2.69026 4.73215
H 1.00235 -0.80864 3.27434
H 5.25105 -0.46528 3.34925
H 5.46708 -2.59013 4.58200
H 5.79417 0.09245 0.83269
H 7.24828 -1.04550 -0.77523
H 6.26241 -2.29365 -2.66409
H 4.33976 -2.56050 -4.38000
H 2.18049 -1.60970 -5.11196
H 0.94196 0.04063 -3.67006
C -4.58742 -3.86791 -0.05176
Si -4.09891 -2.60974 1.30258
C -4.53351 -0.84735 0.72232
C -4.96356 -3.00553 2.91394
C -2.20621 -2.75094 1.63789
Te -0.66999 -2.30204 0.05571
C 0.82058 -3.84415 0.60594
Si 1.04638 -5.41799 -0.45633
C 2.72867 -6.17953 -0.31453
C -0.23103 -6.61773 0.19195
C 0.85503 -5.04602 -2.26954
H -5.66532 -3.85554 -0.20070
H -4.21837 -4.89392 0.17485
H -4.11359 -3.54695 -0.99564
H -5.60965 -0.93206 0.41673
H -3.94277 -0.38052 -0.07984
H -4.49159 -0.19858 1.61033
H -6.02942 -3.22807 2.72458
H -4.94372 -2.10982 3.56443
H -4.52086 -3.86033 3.49604
H -1.86750 -3.76280 1.87133
H -1.82867 -2.09894 2.46534
H 0.66453 -4.12900 1.66562
H 1.77859 -3.25811 0.59889
H 2.84624 -6.80088 0.58070
H 3.53830 -5.43982 -0.36448
H 2.92767 -6.86986 -1.12169
H 0.02252 -6.92986 1.22214
H -0.26717 -7.50654 -0.42841
H -1.23928 -6.12397 0.18688
H 1.83851 -4.73420 -2.65683
H 0.03226 -4.35504 -2.49554
H 0.63028 -6.01031 -2.76646
O -0.84278 2.09647 -1.14169
P -1.51714 3.46551 -1.02796
N -3.15534 3.42154 -1.34934
C -3.62388 2.56195 -2.39697
C -4.57967 3.38131 -3.27973
C -5.11250 4.39282 -2.29332
C -3.92465 4.73277 -1.38179
N -1.51479 4.11682 0.51104
C -2.53169 3.76994 1.56475
C -1.93827 4.15617 2.92915
C -0.46802 4.52193 2.71382
C -0.29089 4.65977 1.15080
N -0.69595 4.36915 -2.17519
C 0.10311 3.76244 -3.31372
C 0.72400 4.99393 -4.01690
C 0.48488 6.19017 -3.13174
C -0.80754 5.86192 -2.38181
H -4.24843 1.77117 -1.96447
H -2.81865 2.05943 -2.96204
H -5.29954 2.72788 -3.80957
H -4.05095 3.85967 -4.10164
H -5.89577 3.91348 -1.69153
H -5.58794 5.25302 -2.78120
H -4.24944 5.06705 -0.38055
H -3.29527 5.49932 -1.82820
H -2.81301 2.69197 1.46055
H -3.42499 4.41973 1.38680
H -2.09886 3.28669 3.61366
H -2.54017 4.95789 3.34325
H 0.25021 3.78673 3.12899
H -0.19133 5.48344 3.20740
H 0.62108 4.12306 0.86949
H -0.19205 5.73714 0.87929
H -0.54051 3.17225 -4.00584
H 0.84776 3.12397 -2.86663
H 0.22035 5.16089 -4.94586
H 1.80104 4.84462 -4.24277
H 0.41005 7.11985 -3.67380
H 1.26316 6.32266 -2.34403
H -1.64906 6.01349 -3.04041
H -1.01986 6.50916 -1.50305
```

Mulliken atomic charge list, values in e, 8 entries: atom 1 (Ca): 1.820, atom 2 (C): -1.341, atom 3 (C): 0.888, atom 4 (C): -0.944, atom 5 (C): -0.126, atom 6 (C): -0.115, atom 7 (C): -0.140, atom 8 (C): -1.061